# C6H11ClN3O

An isolated ion of composition C6H11ClN3O and charge +1 at a distorted geometry (ωB97M-V/def2-TZVPD, OMol25).

Atoms and positions in Å:
C 0.555 1.899 -0.096
C 0.814 -0.787 0.720
C -0.566 -0.173 0.375
C 2.001 -0.038 0.296
C -1.847 1.880 -0.039
C -1.042 -2.255 -0.848
N 0.805 -1.886 1.351
N -0.552 1.243 0.033
N 1.798 1.357 0.077
O -1.177 -0.856 -0.713
Cl 2.643 -0.839 -1.297
H 0.473 2.915 -0.434
H -1.292 -0.295 1.326
H 2.817 -0.199 1.019
H -1.732 2.921 0.340
H -2.375 2.079 -1.046
H -2.640 1.347 0.407
H -1.346 -2.669 0.078
H 0.031 -2.529 -1.044
H -1.734 -2.674 -1.684
H 1.691 -2.337 1.403
H 2.676 1.896 -0.224

Multiplicity ... 3
Energy relative to the best compared isomer or geometry (same formula, charge and spin) ... 8.9 kcal/mol
HOMO-LUMO gap (spin up / spin down) ... 6.8 / 6.6 eV
LUMO energy (spin up / spin down) ... -3.83 / -7.35 eV
Charge ... +1


# C39H49F7O6Zr

C39H49F7O6Zr as an isolated structure at a distorted geometry (ωB97M-V/def2-TZVPD, OMol25).

Atoms and positions in Å:
Zr -0.038 -6.544 2.733
C 1.808 -1.979 6.572
O 3.126 -1.546 6.205
O 1.478 -3.084 5.763
C 1.729 -2.077 8.154
F 2.860 -2.601 8.669
F 1.554 -0.897 8.816
F 0.687 -2.831 8.651
C 3.421 -0.172 6.430
C 4.936 0.024 6.015
H 5.052 0.050 4.931
H 5.277 0.935 6.506
H 5.489 -0.844 6.375
H 3.337 0.126 7.475
H 2.857 0.562 5.856
H 1.021 -1.303 6.237
C 0.512 -0.792 0.674
C 0.547 -1.911 -0.430
O 0.288 -3.118 0.264
H 1.337 -0.874 1.381
H -0.413 -0.689 1.243
H 0.637 0.163 0.164
H 1.488 -1.734 -0.951
H -0.198 -1.728 -1.205
F -8.636 -5.764 -3.713
C -7.587 -4.865 -3.893
C -7.862 -3.510 -3.812
C -6.804 -2.567 -3.877
C -5.530 -3.093 -4.173
C -5.292 -4.424 -4.392
C -6.318 -5.344 -4.244
H -8.885 -3.314 -3.528
H -6.885 -1.491 -3.854
H -4.632 -2.522 -4.361
H -4.351 -4.874 -4.672
H -6.177 -6.409 -4.358
F 4.228 -5.783 -5.639
C 5.510 -5.395 -5.567
C 5.840 -4.193 -4.989
C 7.174 -3.800 -4.834
C 8.238 -4.690 -5.262
C 7.902 -6.010 -5.606
C 6.522 -6.305 -5.860
H 5.055 -3.532 -4.654
H 7.335 -2.827 -4.393
H 9.284 -4.440 -5.356
H 8.655 -6.673 -6.006
H 6.203 -7.196 -6.381
F 6.218 2.849 -2.818
C 6.047 3.579 -1.661
C 6.948 4.643 -1.365
C 6.930 5.337 -0.109
C 5.945 4.956 0.832
C 5.131 3.828 0.555
C 5.228 3.114 -0.653
H 7.609 5.056 -2.112
H 7.506 6.243 0.012
H 5.801 5.400 1.806
H 4.436 3.470 1.300
H 4.658 2.212 -0.821
F -3.488 2.745 -3.295
C -4.256 3.595 -2.516
C -5.150 4.539 -3.044
C -5.917 5.302 -2.191
C -5.783 5.120 -0.827
C -4.949 4.167 -0.342
C -4.154 3.399 -1.152
H -5.258 4.789 -4.089
H -6.573 6.115 -2.468
H -6.372 5.749 -0.176
H -4.833 4.055 0.726
H -3.622 2.589 -0.676
C 1.317 1.863 -6.254
C 1.404 3.315 -6.389
O 1.614 3.883 -7.411
C 1.063 4.054 -5.145
H 0.486 1.479 -5.662
H 2.263 1.504 -5.849
H 1.227 1.336 -7.203
H 0.010 4.248 -5.348
H 1.556 5.022 -5.047
H 1.217 3.379 -4.303
C -1.346 3.839 4.878
C -2.302 3.589 6.029
O -3.297 2.875 5.876
C -1.932 4.267 7.389
H -1.500 3.060 4.132
H -0.369 3.806 5.359
H -1.549 4.834 4.481
H -0.932 4.699 7.377
H -2.136 3.428 8.055
H -2.693 4.962 7.744
C -6.590 -3.710 3.776
C -5.295 -3.380 2.964
O -4.274 -4.106 2.893
C -5.313 -2.198 2.151
H -7.334 -4.019 3.042
H -6.934 -2.875 4.386
H -6.272 -4.523 4.429
H -4.712 -1.337 2.444
H -6.318 -1.797 2.027
H -4.942 -2.456 1.159

HOMO-LUMO gap ... 1.3 eV
LUMO energy ... -10.85 eV
Charge ... +2


# C60H50F10NNaO3

C60H50F10NNaO3 as an isolated structure at a distorted geometry (ωB97M-V/def2-TZVPD, OMol25).

Atoms and positions in Å:
Na 0.316 0.164 -0.601
N 0.188 2.040 -2.418
O -0.870 1.757 -1.800
O 0.327 3.026 -3.101
O 1.166 1.326 -2.269
F 2.567 1.062 0.621
C 2.796 1.823 1.691
C 1.791 2.043 2.662
C 1.993 2.919 3.689
C 3.208 3.573 3.789
C 4.192 3.367 2.832
C 4.015 2.456 1.766
H 0.882 1.510 2.627
H 1.213 3.043 4.419
H 3.413 4.234 4.614
H 5.128 3.894 2.941
H 4.746 2.322 0.945
F -1.121 -1.730 -0.577
C -2.423 -1.806 -0.999
C -3.247 -0.699 -0.789
C -4.560 -0.798 -1.375
C -4.982 -1.939 -2.097
C -4.131 -3.049 -2.103
C -2.854 -3.000 -1.555
H -2.950 0.198 -0.265
H -5.186 0.055 -1.376
H -5.924 -1.853 -2.612
H -4.367 -3.946 -2.712
H -2.244 -3.865 -1.614
F -2.138 7.111 1.759
C -1.295 6.222 1.211
C -0.124 5.885 1.846
C 0.712 4.945 1.304
C 0.375 4.382 0.120
C -0.812 4.700 -0.517
C -1.729 5.632 0.069
H 0.183 6.299 2.815
H 1.651 4.733 1.795
H 1.077 3.679 -0.338
H -0.962 4.266 -1.493
H -2.702 5.928 -0.332
F 1.864 -1.387 -0.708
C 2.211 -2.680 -0.896
C 1.234 -3.592 -1.190
C 1.594 -4.917 -1.371
C 2.875 -5.311 -1.097
C 3.881 -4.369 -0.779
C 3.522 -3.031 -0.649
H 0.214 -3.248 -1.321
H 0.851 -5.667 -1.596
H 3.085 -6.369 -1.320
H 4.919 -4.637 -0.566
H 4.219 -2.204 -0.577
F 0.696 -0.607 1.737
C 1.445 -1.065 2.757
C 0.732 -1.528 3.848
C 1.507 -2.057 4.892
C 2.883 -2.127 4.779
C 3.557 -1.619 3.658
C 2.814 -1.177 2.557
H -0.327 -1.357 3.886
H 1.099 -2.296 5.842
H 3.446 -2.347 5.697
H 4.646 -1.497 3.686
H 3.377 -0.844 1.713
F -1.319 1.340 1.001
C -1.901 1.568 2.226
C -1.876 2.826 2.755
C -2.599 2.939 3.936
C -3.411 1.979 4.518
C -3.363 0.732 3.960
C -2.702 0.513 2.752
H -1.302 3.617 2.237
H -2.539 3.887 4.484
H -3.983 2.155 5.415
H -3.944 -0.057 4.409
H -2.661 -0.471 2.290
F -8.087 2.865 -0.911
C -6.786 2.903 -0.983
C -6.100 2.695 -2.194
C -4.714 2.637 -2.134
C -4.001 2.865 -0.965
C -4.677 3.091 0.205
C -6.084 3.144 0.209
H -6.622 2.582 -3.138
H -4.102 2.484 -3.050
H -2.934 2.858 -1.092
H -4.091 3.313 1.083
H -6.616 3.358 1.124
F 5.319 0.096 -1.035
C 5.498 1.106 -1.956
C 4.349 1.578 -2.565
C 4.552 2.626 -3.466
C 5.789 3.113 -3.822
C 6.919 2.638 -3.179
C 6.784 1.590 -2.280
H 3.385 1.099 -2.413
H 3.704 2.949 -4.012
H 5.857 3.790 -4.671
H 7.907 3.037 -3.392
H 7.695 1.122 -1.937
F -1.983 -2.782 1.928
C -1.794 -4.091 1.728
C -2.966 -4.825 1.487
C -2.957 -6.199 1.191
C -1.692 -6.793 1.076
C -0.555 -6.026 1.333
C -0.536 -4.677 1.669
H -3.876 -4.214 1.514
H -3.859 -6.770 1.075
H -1.530 -7.821 0.882
H 0.472 -6.394 1.282
H 0.463 -4.286 1.803
F 1.435 -5.003 -5.470
C 0.958 -3.822 -5.079
C -0.404 -3.713 -4.785
C -0.873 -2.452 -4.426
C -0.014 -1.370 -4.304
C 1.345 -1.505 -4.544
C 1.832 -2.770 -4.930
H -0.998 -4.614 -4.883
H -1.920 -2.247 -4.193
H -0.390 -0.429 -3.937
H 1.982 -0.686 -4.257
H 2.858 -3.050 -5.120

Energy relative to the best compared isomer or geometry (same formula, charge and spin) ... 0.0 kcal/mol
HOMO-LUMO gap ... 9.2 eV
LUMO energy ... 0.31 eV


# C29H57N12O17

A 12-piece molecular cluster, C29H57N12O17 overall at a distorted geometry (ωB97M-V/def2-TZVPD, OMol25).

Atoms and positions in Å:
C -50.182 -20.318 4.850
C -50.203 -18.901 4.352
C -50.698 -17.944 5.479
C -49.759 -17.971 6.699
C -48.411 -17.436 6.201
C -47.808 -18.167 4.885
N -48.788 -18.437 3.912
O -48.555 -18.563 2.683
C -46.921 -19.441 5.171
C -46.822 -17.216 4.298
C -51.154 -18.689 3.201
H -49.874 -20.937 4.003
H -51.397 -20.657 4.951
H -49.383 -20.604 5.528
H -51.613 -18.208 5.605
H -50.943 -17.152 5.117
H -49.543 -18.982 6.951
H -49.963 -17.193 7.546
H -47.918 -17.761 6.902
H -48.451 -16.319 6.135
H -46.490 -19.710 4.433
H -47.606 -20.155 5.582
H -46.285 -19.212 6.113
H -47.366 -16.569 3.722
H -46.206 -17.568 3.638
H -46.322 -16.787 5.125
H -52.151 -19.111 3.611
H -50.945 -19.476 2.349
H -51.125 -17.588 3.084
N -47.901 -20.971 -0.415
C -47.937 -21.949 0.614
C -49.425 -21.873 1.153
C -50.165 -20.913 0.138
C -49.072 -20.407 -0.737
H -46.920 -20.729 -0.672
H -47.140 -22.282 0.886
H -49.883 -22.514 2.052
H -51.266 -20.629 0.309
H -49.214 -19.594 -1.509
N -52.382 -16.568 0.093
C -51.574 -17.622 -0.292
C -52.425 -18.485 -1.278
C -53.660 -17.679 -1.558
C -53.512 -16.559 -0.542
H -52.002 -15.817 0.665
H -50.599 -17.919 0.091
H -52.001 -19.285 -1.755
H -54.407 -17.923 -2.345
H -54.395 -15.737 -0.241
N -52.588 -13.535 1.625
C -51.773 -13.277 0.600
C -50.491 -14.085 0.711
C -50.744 -14.983 1.940
C -52.009 -14.460 2.503
H -53.319 -12.973 1.901
H -52.182 -12.463 -0.079
H -49.627 -13.892 0.110
H -49.910 -15.706 2.224
H -52.664 -14.739 3.415
C -44.606 -14.718 8.441
N -45.668 -15.445 7.778
O -46.083 -16.442 8.336
O -46.323 -14.989 6.888
H -43.745 -14.505 7.904
H -44.455 -15.456 9.304
H -45.137 -13.804 8.697
C -41.969 -16.978 5.721
N -42.654 -18.099 4.965
O -42.732 -19.204 5.526
O -43.569 -17.744 4.177
H -42.637 -16.331 6.199
H -41.612 -16.450 4.878
H -41.320 -17.491 6.296
C -52.305 -13.143 7.845
N -51.837 -13.964 6.745
O -50.705 -14.472 6.896
O -52.728 -14.154 6.043
H -51.513 -13.137 8.618
H -53.225 -13.162 8.220
H -52.209 -12.092 7.410
C -47.767 -12.799 4.267
N -47.210 -11.734 3.404
O -45.941 -11.724 3.345
O -47.944 -10.897 2.937
H -47.149 -12.850 5.207
H -47.420 -13.718 3.868
H -48.777 -12.741 4.666
C -42.934 -14.279 3.100
N -44.163 -14.493 3.927
O -43.937 -14.416 5.168
O -45.146 -14.760 3.383
H -43.008 -13.293 2.616
H -42.967 -14.999 2.181
H -42.167 -14.377 3.724
C -54.448 -19.349 1.436
N -54.223 -20.776 1.096
O -53.207 -21.270 1.649
O -54.861 -21.339 0.305
H -53.471 -18.674 1.474
H -55.283 -19.485 2.182
H -55.081 -19.130 0.460
C -56.700 -18.330 6.396
N -55.264 -18.732 6.765
O -55.013 -19.055 7.979
O -54.428 -18.847 5.868
H -56.462 -18.183 5.390
H -57.145 -17.487 7.059
H -57.102 -19.141 6.654
C -47.471 -17.082 -0.950
N -47.262 -17.082 0.492
O -46.541 -17.992 0.999
O -47.883 -16.231 1.200
H -48.524 -17.422 -1.126
H -46.785 -17.739 -1.451
H -47.117 -16.146 -1.328

Energy relative to the best compared isomer or geometry (same formula, charge and spin) ... 68.4 kcal/mol
HOMO-LUMO gap ... 4.7 eV
LUMO energy ... -4.91 eV
Charge ... +1


# C6H4O

One molecule with the formula C6H4O (ωB97M-V/def2-TZVPD, OMol25).

Atoms and positions in Å:
C -0.635 -2.220 3.031
C -0.292 -1.551 2.088
C 0.085 -0.789 0.999
C 0.393 -0.138 0.028
C 0.753 0.635 -1.143
C -0.256 1.462 -1.820
O 0.745 2.050 -1.012
H -0.944 -2.819 3.860
H 1.582 0.239 -1.729
H -1.265 1.492 -1.411
H -0.165 1.637 -2.891

Energy relative to the best compared isomer or geometry (same formula, charge and spin) ... 73.9 kcal/mol
HOMO-LUMO gap ... 10.4 eV
LUMO energy ... 0.94 eV
SMILES ... C#CC#C[C@H]1CO1


# C2H4N4O2

One molecule with the formula C2H4N4O2 at a distorted geometry (ωB97M-V/def2-TZVPD, OMol25).

Atoms and positions in Å:
C 0.256 -0.151 1.079
C 0.203 -0.843 -0.927
H -0.057 0.799 2.885
H 1.039 -0.496 2.959
H -0.033 -0.831 -2.787
H -1.293 1.614 -1.950
N 0.552 0.191 2.354
N 0.797 -1.085 0.334
N 0.591 -1.272 -2.068
N -0.868 0.196 -0.795
O -0.492 1.231 -1.618
O -0.696 0.648 0.535

Energy relative to the best compared isomer or geometry (same formula, charge and spin) ... 48.8 kcal/mol
HOMO-LUMO gap ... 9.9 eV
LUMO energy ... 0.60 eV
SMILES ... [H]/N=c1/nc(N)on1O


# C19H31N3O2S2

One molecule with the formula C19H31N3O2S2 (ωB97M-V/def2-TZVPD, OMol25).

Atoms and positions in Å:
C 1.735 1.972 -4.077
C 1.375 3.053 -3.069
H 0.342 2.928 -2.729
H 1.508 4.050 -3.494
O 2.243 3.022 -1.930
C 1.970 2.130 -0.987
O 1.055 1.345 -1.025
C 2.959 2.209 0.164
N 2.717 1.162 1.118
C 2.024 1.395 2.268
N 1.542 0.329 2.944
C 1.469 -1.001 2.360
H 1.209 -1.692 3.165
C 0.419 -1.099 1.249
C 0.443 -2.471 0.554
N -0.389 -2.592 -0.621
C 0.185 -1.938 -1.786
H 1.107 -2.490 -2.013
H 0.470 -0.894 -1.584
C -0.711 -1.950 -3.023
C -1.658 -0.751 -3.089
C -2.827 -0.831 -2.112
C -2.385 -1.000 -0.661
H -1.656 -0.230 -0.412
C -1.808 -2.398 -0.384
H -1.994 -2.668 0.658
H -2.354 -3.123 -1.000
H -3.254 -0.855 -0.013
H -3.417 0.085 -2.203
H -3.474 -1.668 -2.388
H -2.057 -0.668 -4.103
H -1.084 0.157 -2.884
H -1.271 -2.883 -3.067
H -0.062 -1.916 -3.902
H 1.469 -2.707 0.251
H 0.127 -3.238 1.270
H 0.586 -0.315 0.510
H -0.568 -0.934 1.679
H 2.458 -1.296 1.990
C 0.788 0.526 4.171
C -0.682 0.443 3.925
C -1.469 1.344 3.276
C -2.808 0.912 3.141
C -3.020 -0.311 3.687
S -1.589 -0.967 4.380
H -3.930 -0.875 3.735
H -3.576 1.491 2.660
H -1.098 2.284 2.910
H 1.046 1.517 4.556
H 1.097 -0.233 4.896
S 1.897 2.945 2.852
H 2.632 0.245 0.706
H 2.832 3.170 0.681
H 3.979 2.155 -0.225
H 1.101 2.069 -4.954
H 1.582 0.986 -3.643
H 2.775 2.069 -4.378

HOMO-LUMO gap ... 8.5 eV
LUMO energy ... 0.64 eV
SMILES ... CCOC(=O)CNC(=S)N(CCCN1CCCCCC1)Cc1cccs1


# C20H23IN5Pb

C20H23IN5Pb as an isolated structure (ωB97M-V/def2-TZVPD, OMol25).

Atoms and positions in Å:
Pb -1.058 0.236 -0.315
C 5.288 0.212 -2.816
C 5.585 0.130 -1.454
C 4.577 0.196 -0.521
C 3.254 0.350 -0.972
C 2.952 0.434 -2.337
C 3.973 0.365 -3.256
N 2.204 0.427 -0.071
N 2.186 0.429 1.108
C 1.204 0.421 2.103
C 1.667 0.478 3.414
C 0.778 0.485 4.478
C -0.585 0.435 4.240
C -1.058 0.368 2.921
C -0.174 0.365 1.873
H 6.091 0.158 -3.539
H 6.609 0.015 -1.125
H 4.781 0.139 0.541
H 1.922 0.550 -2.653
H 3.761 0.430 -4.313
H 2.738 0.518 3.580
H 1.155 0.531 5.490
H -1.292 0.447 5.059
H -2.128 0.318 2.754
N -3.437 0.477 -0.108
C -4.006 1.465 -1.088
C -3.637 2.911 -0.779
C -2.293 3.373 -1.315
N -1.150 2.763 -0.571
H -3.827 -0.439 -0.334
H -3.788 0.699 0.823
H -5.090 1.359 -1.083
H -3.657 1.184 -2.084
H -3.705 3.100 0.299
H -4.397 3.543 -1.241
H -2.231 4.459 -1.243
H -2.194 3.108 -2.368
H -1.176 3.098 0.392
H -0.281 3.121 -0.962
I -1.430 -1.744 -2.894
C -1.110 -2.997 -1.221
C -1.090 -4.366 -1.362
C -0.819 -5.108 -0.216
C -0.591 -4.456 0.987
C -0.658 -3.075 1.018
N -0.914 -2.348 -0.081
H -1.277 -4.847 -2.312
H -0.788 -6.189 -0.273
H -0.371 -5.010 1.889
H -0.510 -2.521 1.938

Energy relative to the best compared isomer or geometry (same formula, charge and spin) ... 0.0 kcal/mol
HOMO-LUMO gap (spin up / spin down) ... 5.4 / 6.3 eV
LUMO energy (spin up / spin down) ... -12.18 / -11.34 eV
Charge ... +3


Number 1: E_tot -934.48157 a.u.. Number 2: E_tot -2711.67848 a.u.. Number 3: E_tot -3757.69626 a.u.. Number 4: E_tot -3073.62073 a.u.. Number 5: E_tot -306.09378 a.u.. Number 6: E_tot -448.02460 a.u.. Number 7: E_tot -1853.72431 a.u.. Number 8: E_tot -1539.15098 a.u..